C31H57F12N5O11S4Y as an isolated structure in a non-equilibrium geometry. Source: the OMol25 dataset; level of theory: the ωB97M-V functional and the def2-TZVPD basis.

Atoms and positions in Å:
Y1 -2.0792 0.0094 2.5590
C1 -4.7521 3.6713 3.9656
F1 -3.7083 4.4199 4.3640
F2 -5.1627 2.9536 4.9918
F3 -5.7472 4.4970 3.7200
S1 -4.3185 2.5889 2.3192
O1 -4.8954 1.2342 2.5099
O2 -4.8277 3.2687 1.1048
N1 -2.5553 2.1243 2.4254
S2 -1.8335 3.5305 2.1897
O3 -2.5763 4.7864 2.0169
O4 -0.7529 3.6524 3.1743
C2 -1.0504 3.2507 0.4192
F4 -0.2530 4.3170 0.1570
F5 -0.2765 2.0841 0.2308
F6 -2.0335 3.2999 -0.5582
C3 0.9964 -0.4081 -0.7397
F7 0.3753 0.4181 -1.6034
F8 1.8253 -1.1768 -1.4929
F9 1.7692 0.1722 0.1844
S3 -0.3334 -1.4774 0.3095
O5 -0.4305 -2.8789 -0.1788
O6 0.1035 -1.2354 1.7094
N2 -1.7610 -0.4009 0.3906
S4 -2.5810 -1.0937 -0.8652
O7 -1.7733 -1.2605 -2.0451
O8 -3.3415 -2.2591 -0.3265
C4 -3.8256 0.3409 -1.3907
F10 -4.4084 1.0507 -0.3941
F11 -3.1604 1.2344 -2.1088
F12 -4.7820 -0.1459 -2.2399
C5 8.6102 2.1180 0.1403
C6 7.2545 2.5255 -0.6205
C7 7.7248 2.7164 -2.1337
C8 6.5488 2.7846 -3.1100
C9 5.7053 1.4979 -2.9846
C10 5.2217 1.1468 -1.6034
N3 6.3603 1.3186 -0.6218
O9 6.0602 0.9148 0.6115
C11 3.9442 2.0039 -1.3375
C12 4.9355 -0.4271 -1.6500
C13 6.5588 3.8259 -0.0344
H1 9.6120 1.8200 -0.1691
H2 8.3924 1.4921 1.0058
H3 8.8867 3.0082 0.7053
H4 8.1346 3.7246 -2.1929
H5 8.4536 1.9612 -2.4281
H6 6.8955 2.9538 -4.1295
H7 5.9757 3.6720 -2.8410
H8 6.0630 0.6321 -3.5417
H9 4.8128 1.8279 -3.5163
H10 3.5243 2.0014 -0.3317
H11 4.0079 3.0913 -1.3757
H12 3.1944 1.9688 -2.1279
H13 4.9203 -0.8041 -0.6273
H14 3.9822 -0.6628 -2.1230
H15 5.6796 -0.9935 -2.2100
H16 6.0497 4.3529 -0.8414
H17 7.3025 4.5636 0.2666
H18 5.8351 3.7507 0.7772
H19 6.5644 0.1247 0.8192
C14 -2.3443 1.6704 5.9573
C15 -0.8652 1.1942 6.3026
C16 -1.0481 0.4724 7.6096
C17 0.1973 -0.2417 8.1334
C18 0.5245 -1.2123 6.9552
C19 0.7533 -0.6796 5.5562
N4 -0.4098 0.2118 5.1811
O10 -0.2301 0.8396 4.0710
C20 2.2201 -0.0269 5.5041
C21 0.8315 -1.9093 4.5253
C22 0.1167 2.4114 6.4742
H20 -3.1382 0.9247 5.9991
H21 -2.3347 2.2087 5.0095
H22 -2.5989 2.5240 6.5854
H23 -1.4159 1.1701 8.3620
H24 -1.8543 -0.2331 7.4085
H25 -0.0149 -0.8251 9.0294
H26 1.1617 0.2633 8.1873
H27 -0.4101 -1.7623 6.8451
H28 1.0980 -2.1278 7.1000
H29 2.8647 -0.8106 5.9019
H30 2.4638 0.2065 4.4676
H31 2.3197 0.8280 6.1729
H32 -0.0938 -2.4080 4.2369
H33 1.3528 -1.5846 3.6248
H34 1.4481 -2.7506 4.8416
H35 0.9759 2.0454 7.0362
H36 -0.3288 3.1736 7.1134
H37 0.2851 3.0426 5.6016
H38 0.5785 1.3419 4.1952
C23 -5.9752 -4.1873 -4.7831
C24 -4.6455 -4.6643 -5.3523
C25 -4.7763 -4.8128 -6.8471
C26 -4.6985 -3.5452 -7.6281
C27 -3.4162 -2.7786 -7.2837
C28 -3.2422 -2.5785 -5.7557
N5 -3.4883 -3.7445 -4.9612
O11 -3.2710 -3.5964 -3.6187
C29 -1.7318 -2.2344 -5.4966
C30 -4.0027 -1.3443 -5.2328
C31 -4.2895 -6.0346 -4.8746
H39 -6.9063 -4.6042 -5.1671
H40 -6.1977 -3.1203 -4.7972
H41 -6.0257 -4.4800 -3.7344
H42 -4.1009 -5.5479 -7.2846
H43 -5.7584 -5.2386 -7.0532
H44 -5.5251 -2.8838 -7.3684
H45 -4.8681 -3.8915 -8.6476
H46 -3.4665 -1.8302 -7.8185
H47 -2.5558 -3.2904 -7.7148
H48 -1.4512 -1.3384 -6.0501
H49 -1.6348 -1.8335 -4.4877
H50 -1.0050 -3.0333 -5.6441
H51 -3.8527 -1.2659 -4.1560
H52 -3.6234 -0.4393 -5.7073
H53 -5.0827 -1.3261 -5.3789
H54 -3.2875 -6.3498 -5.1658
H55 -4.7515 -6.8730 -5.3958
H56 -4.6619 -6.1587 -3.8578
H57 -2.8733 -4.4091 -3.2978

Values from the calculation:
Largest force on an atom, eV Å⁻¹: 7.07
Kohn-Sham gap, eV: 3.8
Total charge: +1
LUMO energy, eV: -5.27
HOMO, eV: -9.0

Atom charges from the Mulliken analysis, given in e for atoms 1 to 99: atom 1 (Y): 1.346, atom 2 (C): 0.772, atom 3 (F): -0.145, atom 4 (F): -0.189, atom 5 (F): -0.195, atom 6 (S): 0.993, atom 7 (O): -0.742, atom 8 (O): -0.445, atom 9 (N): -0.045, atom 10 (S): 0.554, atom 11 (O): -0.527, atom 12 (O): -0.597, atom 13 (C): 0.510, atom 14 (F): -0.198, atom 15 (F): -0.091, atom 16 (F): -0.221, atom 17 (C): 0.785, atom 18 (F): -0.193, atom 19 (F): -0.203, atom 20 (F): -0.188, atom 21 (S): 0.446, atom 22 (O): -0.485, atom 23 (O): -0.380, atom 24 (N): 0.026, atom 25 (S): 0.846, atom 26 (O): -0.344, atom 27 (O): -0.641, atom 28 (C): 0.472, atom 29 (F): -0.205, atom 30 (F): -0.208, atom 31 (F): -0.137, atom 32 (C): -1.553, atom 33 (C): 1.263, atom 34 (C): -1.265, atom 35 (C): -0.782, atom 36 (C): -1.342, atom 37 (C): 1.797, atom 38 (N): 0.223, atom 39 (O): -0.500, atom 40 (C): -1.809, atom 41 (C): -1.704, atom 42 (C): -1.538, atom 43 (H): 0.390, atom 44 (H): 0.290, atom 45 (H): 0.362, atom 46 (H): 0.425, atom 47 (H): 0.464, atom 48 (H): 0.421, atom 49 (H): 0.309, atom 50 (H): 0.413, atom 51 (H): 0.375, atom 52 (H): 0.325, atom 53 (H): 0.389, atom 54 (H): 0.486, atom 55 (H): 0.397, atom 56 (H): 0.342, atom 57 (H): 0.411, atom 58 (H): 0.338, atom 59 (H): 0.457, atom 60 (H): 0.261, atom 61 (H): 0.353, atom 62 (C): -2.220, atom 63 (C): 1.600, atom 64 (C): -1.320, atom 65 (C): -0.842, atom 66 (C): -1.686, atom 67 (C): 1.565, atom 68 (N): 0.188, atom 69 (O): 0.527, atom 70 (C): -1.634, atom 71 (C): -1.703, atom 72 (C): -1.673, atom 73 (H): 0.366, atom 74 (H): 0.417, atom 75 (H): 0.526, atom 76 (H): 0.367, atom 77 (H): 0.512, atom 78 (H): 0.454, atom 79 (H): 0.416, atom 80 (H): 0.485, atom 81 (H): 0.549, atom 82 (H): 0.461, atom 83 (H): 0.536, atom 84 (H): 0.303, atom 85 (H): 0.291, atom 86 (H): 0.276, atom 87 (H): 0.465, atom 88 (H): 0.354, atom 89 (H): 0.494, atom 90 (H): 0.325, atom 91 (H): 0.197, atom 92 (C): -1.650, atom 93 (C): 1.950, atom 94 (C): -1.335, atom 95 (C): -0.793, atom 96 (C): -1.325, atom 97 (C): 1.451, atom 98 (N): 0.159, atom 99 (O): -0.329


C32H80Cl6O30P6S3 as an isolated structure in a non-equilibrium geometry. Source: the OMol25 dataset; level of theory: the ωB97M-V functional and the def2-TZVPD basis.

Atoms and positions in Å:
C1 -7.4403 5.2172 24.4932
C2 -6.2961 6.2078 24.1313
C3 -6.5931 6.5684 22.6570
S1 -8.3957 6.6430 22.5298
O1 -9.0079 5.8497 21.4681
O2 -8.7974 8.0336 22.5264
C4 -8.7565 5.9946 24.0925
H1 -7.6932 5.0928 25.5265
H2 -7.2850 4.2719 24.0414
H3 -5.2316 5.9148 24.1796
H4 -6.3881 7.0577 24.7344
H5 -6.1924 5.7278 22.0555
H6 -6.2531 7.5574 22.4682
H7 -9.7318 5.4727 24.0483
H8 -8.8024 6.8252 24.7153
C5 -4.1114 10.7539 27.6766
C6 -2.7822 10.8899 28.4335
C7 -2.3566 12.2819 28.0514
S2 -2.5397 12.4736 26.2978
O3 -1.3978 12.0050 25.5554
O4 -3.0334 13.7535 25.9595
C8 -3.7385 11.1593 26.2244
H9 -4.9031 11.3983 28.1503
H10 -4.4604 9.7516 27.6080
H11 -2.1317 10.1273 28.1514
H12 -2.8665 10.8930 29.5373
H13 -1.3190 12.5464 28.2651
H14 -2.9039 13.0877 28.5290
H15 -3.2009 10.2906 25.8037
H16 -4.5583 11.4206 25.5667
C9 -7.3328 14.6007 24.1361
C10 -8.6604 14.0680 24.8122
C11 -8.6167 14.5821 26.2291
S3 -6.9335 14.0991 26.7126
O5 -6.9369 12.7345 27.2436
O6 -6.4075 15.2594 27.4624
C12 -6.2025 14.0113 25.0959
H17 -7.2755 15.7231 24.2381
H18 -7.0546 14.2934 23.1399
H19 -8.6398 13.0052 24.7822
H20 -9.5254 14.5130 24.2305
H21 -9.2381 14.0517 26.9224
H22 -8.6646 15.6897 26.2655
H23 -6.0194 12.9937 24.8379
H24 -5.3080 14.5786 25.0678
C13 -9.9109 12.5262 19.3707
O7 -9.7226 11.9164 20.6888
P1 -10.8652 11.9048 21.7749
O8 -10.3514 11.4299 23.0658
O9 -11.5117 13.3302 21.9939
C14 -12.1256 13.6852 23.2691
O10 -12.0045 11.0236 21.1759
C15 -11.6566 9.6335 20.7416
H25 -10.9391 12.6638 18.9827
H26 -9.4772 11.7979 18.7722
H27 -9.3409 13.4123 19.2697
H28 -11.4165 13.3978 24.0092
H29 -13.1668 13.4071 23.2927
H30 -12.0283 14.7595 23.1773
H31 -11.6868 9.5719 19.6545
H32 -12.3786 8.9905 21.2327
H33 -10.6709 9.3248 21.1247
C16 -10.7346 9.5938 25.4160
O11 -10.5173 8.2302 25.9540
P2 -9.2163 8.0024 26.9415
O12 -7.8853 7.8399 26.2810
O13 -9.4137 9.1816 27.9905
C17 -8.2758 9.5671 28.8118
O14 -9.6056 6.6078 27.5825
C18 -10.8178 6.3860 28.3232
H34 -10.6891 10.4149 26.1902
H35 -11.7305 9.5691 24.9218
H36 -9.9869 9.7367 24.6830
H37 -7.4133 8.8309 28.7363
H38 -8.6433 9.7598 29.8479
H39 -7.9730 10.5585 28.4499
H40 -10.9211 5.3128 28.3279
H41 -11.7270 6.7191 27.7951
H42 -10.8462 6.8698 29.2837
C19 -0.0146 17.8672 20.8802
O15 -1.0182 17.3691 21.7530
P3 -1.4586 15.8944 21.7074
O16 -0.7137 15.0098 20.8335
O17 -1.5460 15.4881 23.2303
C20 -0.4064 14.8489 23.8786
O18 -3.0402 16.0057 21.3508
C21 -3.7898 16.8024 22.2177
H43 0.5523 18.6285 21.3543
H44 -0.4889 18.2283 19.9557
H45 0.7133 17.0903 20.6531
H46 0.2325 14.2817 23.1568
H47 -0.8525 14.0445 24.6027
H48 0.1306 15.5353 24.5049
H49 -3.5536 17.8482 22.1568
H50 -3.7203 16.5242 23.2540
H51 -4.8148 16.7380 21.9106
C22 -8.1102 6.7851 18.4874
O19 -9.1161 7.2456 17.4052
P4 -8.8918 8.7843 17.1347
O20 -8.6288 9.7065 18.2611
O21 -7.8229 8.8590 15.9579
C23 -7.1383 10.0671 15.6243
O22 -10.2190 9.0457 16.2825
C24 -11.4262 9.0252 16.9713
H52 -7.1839 7.3007 18.2026
H53 -7.9682 5.7512 18.2888
H54 -8.4740 7.0338 19.4361
H55 -7.8705 10.8959 15.7141
H56 -6.8499 10.1299 14.5690
H57 -6.2498 10.2359 16.2431
H58 -12.1861 8.8396 16.2026
H59 -11.6162 10.0370 17.4052
H60 -11.3957 8.2838 17.7428
C25 -1.9828 9.9099 19.4845
O23 -3.3177 10.1354 18.9220
P5 -3.6210 11.4535 18.1667
O24 -4.8751 11.4351 17.4392
O25 -2.2746 11.4657 17.2553
C26 -1.9855 12.8216 16.7031
O26 -3.4649 12.6336 19.1881
C27 -4.5752 13.4657 19.5919
H61 -1.3105 9.8920 18.6628
H62 -1.9402 8.9898 20.0634
H63 -1.7583 10.6922 20.2221
H64 -2.9023 13.2998 16.2614
H65 -1.3360 12.7345 15.8842
H66 -1.5600 13.4342 17.5000
H67 -5.5320 13.2054 19.1185
H68 -4.3026 14.4876 19.3512
H69 -4.7075 13.3860 20.7029
C28 -7.0566 10.3247 23.9456
O27 -6.0516 9.7995 22.9835
P6 -4.8635 10.3382 22.1150
O28 -3.8123 9.3384 21.8623
O29 -4.3912 11.6171 22.9019
C29 -3.0955 12.1518 22.5793
O30 -5.5846 10.9815 20.8627
C30 -6.2717 9.9534 20.2106
H70 -6.5880 10.3727 24.9379
H71 -7.9189 9.6092 23.9275
H72 -7.3849 11.2865 23.6237
H73 -3.0476 12.4245 21.5396
H74 -2.2984 11.4056 22.7706
H75 -2.9593 13.1036 23.0580
H76 -7.2937 10.2101 20.2929
H77 -6.0100 8.9695 20.5943
H78 -5.9535 9.8930 19.1662
C31 -1.2572 7.8452 22.7473
Cl1 0.1220 8.9550 22.5376
Cl2 -1.9965 7.9052 24.4715
Cl3 -0.6539 6.3083 22.3218
H79 -2.1936 8.1835 22.2257
C32 -3.9627 5.1691 19.3182
Cl4 -5.1912 4.0803 19.9111
Cl5 -2.4412 4.3409 19.4308
Cl6 -4.0237 6.6154 20.4161
H80 -4.1221 5.4614 18.2680

Values from the calculation:
Largest force on an atom, eV Å⁻¹: 3.37
Kohn-Sham gap, eV: 10.3
Total charge: 0
LUMO energy, eV: 0.40
HOMO, eV: -9.9

Atom charges from the Mulliken analysis, given in e for atoms 1 to 99: atom 1 (C): -1.017, atom 2 (C): -0.941, atom 3 (C): 1.935, atom 4 (S): 0.972, atom 5 (O): -0.795, atom 6 (O): -0.255, atom 7 (C): -0.061, atom 8 (H): 0.479, atom 9 (H): 0.406, atom 10 (H): 0.611, atom 11 (H): 0.217, atom 12 (H): -0.263, atom 13 (H): -1.086, atom 14 (H): 0.548, atom 15 (H): -0.582, atom 16 (C): -0.483, atom 17 (C): -0.789, atom 18 (C): -1.021, atom 19 (S): 1.333, atom 20 (O): -0.737, atom 21 (O): -0.636, atom 22 (C): 1.208, atom 23 (H): 0.010, atom 24 (H): 0.498, atom 25 (H): 0.368, atom 26 (H): 0.353, atom 27 (H): 0.443, atom 28 (H): 0.435, atom 29 (H): -0.017, atom 30 (H): -1.090, atom 31 (C): -1.069, atom 32 (C): 0.892, atom 33 (C): -1.051, atom 34 (S): 1.111, atom 35 (O): -0.522, atom 36 (O): -0.723, atom 37 (C): 0.198, atom 38 (H): 0.379, atom 39 (H): 0.439, atom 40 (H): -0.336, atom 41 (H): 0.008, atom 42 (H): 0.486, atom 43 (H): 0.350, atom 44 (H): -0.641, atom 45 (H): 0.601, atom 46 (C): -0.587, atom 47 (O): 0.801, atom 48 (P): -0.406, atom 49 (O): 0.134, atom 50 (O): -0.429, atom 51 (C): -0.496, atom 52 (O): -0.437, atom 53 (C): 0.057, atom 54 (H): 0.302, atom 55 (H): -0.111, atom 56 (H): 0.291, atom 57 (H): 0.138, atom 58 (H): 0.253, atom 59 (H): 0.240, atom 60 (H): -0.095, atom 61 (H): 0.348, atom 62 (H): -0.105, atom 63 (C): -0.173, atom 64 (O): -0.466, atom 65 (P): 1.332, atom 66 (O): -0.484, atom 67 (O): -0.388, atom 68 (C): -0.409, atom 69 (O): -0.368, atom 70 (C): -0.771, atom 71 (H): 0.254, atom 72 (H): 0.253, atom 73 (H): -0.004, atom 74 (H): 0.314, atom 75 (H): 0.279, atom 76 (H): 0.027, atom 77 (H): 0.281, atom 78 (H): 0.291, atom 79 (H): 0.275, atom 80 (C): -0.772, atom 81 (O): -0.383, atom 82 (P): 1.303, atom 83 (O): -0.788, atom 84 (O): -0.170, atom 85 (C): -0.515, atom 86 (O): -0.159, atom 87 (C): -0.834, atom 88 (H): 0.272, atom 89 (H): 0.291, atom 90 (H): 0.331, atom 91 (H): 0.357, atom 92 (H): -0.069, atom 93 (H): 0.363, atom 94 (H): 0.273, atom 95 (H): 0.331, atom 96 (H): 0.324, atom 97 (C): -0.548, atom 98 (O): -0.485, atom 99 (P): 0.136